A | C17H18F5NO5TeZr | ωB97M-V/def2-TZVPD

Each line ends with the Mulliken charge.
Cartesian coordinates (Å):
Zr  -0.1589  0.5388  -0.1890  1.65
C  3.2568  -1.9764  1.2856  -1.65
C  1.8593  -1.7323  1.8425  0.38
C  0.8479  -2.6774  1.1857  -1.38
C  1.4321  -0.2719  1.7876  0.19
C  0.1897  0.1153  2.3077  -0.59
C  -0.1819  1.4664  2.4151  -0.58
C  0.6890  2.4836  2.0214  1.12
C  0.3606  3.9290  2.2188  -1.44
C  1.8941  2.0918  1.4176  -1.24
C  2.2538  0.7575  1.2962  0.21
H  3.5206  -3.0253  1.4118  0.43
H  4.0158  -1.3893  1.8027  0.43
H  3.3065  -1.7496  0.2177  0.31
H  1.8710  -1.9678  2.9122  0.46
H  0.9301  -2.6352  0.0981  0.18
H  -0.1864  -2.4724  1.4780  0.31
H  1.0564  -3.7054  1.4787  0.55
H  -0.4862  -0.6414  2.6886  0.52
H  -1.1477  1.7134  2.8391  0.48
H  1.2657  4.5333  2.2303  0.43
H  -0.1719  4.0808  3.1565  0.42
H  -0.2748  4.3057  1.4166  0.18
H  2.5614  2.8531  1.0330  0.48
H  3.1891  0.5048  0.8167  0.49
O  -4.1448  -1.0534  -0.0653  -0.40
C  -2.8783  -0.8787  -0.2177  0.26
O  -2.1668  -0.1762  0.5225  -0.38
C  -2.2360  -1.5449  -1.3743  0.31
C  -2.8010  -2.3659  -2.3231  -0.63
C  -1.9762  -2.8183  -3.3606  -0.47
C  -0.6409  -2.4467  -3.4051  -0.88
C  -0.1618  -1.6375  -2.3831  0.80
N  -0.9453  -1.2002  -1.4142  0.42
C  1.2434  -1.0933  -2.2628  0.05
O  2.1289  -1.3225  -3.0128  -0.49
O  1.3172  -0.2934  -1.1705  -0.40
H  -4.4961  -0.5851  0.7151  0.43
H  -3.8462  -2.6385  -2.2730  0.61
H  -2.3904  -3.4526  -4.1330  0.49
H  0.0269  -2.7636  -4.1950  0.59
F  -0.6072  4.8395  -1.1208  -0.34
Te  -1.0577  3.1462  -1.6114  2.07
F  -2.7902  3.6251  -1.8769  -0.32
F  -0.7395  3.2891  -3.3944  -0.33
F  -1.6738  2.6017  0.1283  -0.53
F  -1.5519  1.2739  -1.8893  -0.54
O  0.4954  2.3660  -1.0520  -0.66

Kohn-Sham gap: 8.28 eV
net charge: +2

***

B | C17H18F5NO5TeZr | ωB97M-V/def2-TZVPD

Each line ends with the Mulliken charge.
Cartesian coordinates (Å):
Zr  -0.3742  -0.2602  -0.2787  1.64
C  3.3587  2.6826  0.6876  -1.74
C  2.0567  2.2237  1.3319  0.47
C  2.2338  0.8495  1.9918  -1.25
C  0.8669  2.2594  0.3879  0.17
C  -0.4232  2.0943  0.9207  -0.95
C  -1.5712  2.2425  0.1274  -0.58
C  -1.4771  2.5489  -1.2336  1.30
C  -2.7034  2.6940  -2.0874  -1.29
C  -0.1899  2.6994  -1.7597  -1.04
C  0.9516  2.5384  -0.9810  0.32
H  4.1455  2.7212  1.4394  0.42
H  3.2704  3.6785  0.2535  0.43
H  3.6843  1.9877  -0.0899  0.38
H  1.7977  2.9311  2.1268  0.42
H  2.7040  0.1498  1.3017  0.16
H  1.2814  0.4291  2.3432  0.26
H  2.8748  0.9328  2.8683  0.53
H  -0.5371  1.9382  1.9886  0.47
H  -2.5435  2.1391  0.5953  0.39
H  -2.5095  3.2947  -2.9731  0.44
H  -3.5206  3.1417  -1.5232  0.42
H  -3.0905  1.7248  -2.4284  0.04
H  -0.0724  2.9295  -2.8118  0.46
H  1.9213  2.6621  -1.4438  0.50
O  -2.5291  -2.4114  2.7279  -0.39
C  -1.6047  -1.8867  2.0010  0.33
O  -1.5874  -0.7052  1.6095  -0.43
C  -0.4953  -2.7840  1.5933  0.48
C  -0.3184  -4.1153  1.8943  -0.69
C  0.7889  -4.7599  1.3287  -0.40
C  1.6489  -4.0698  0.4874  -0.89
C  1.3780  -2.7303  0.2401  0.80
N  0.3454  -2.1193  0.7959  0.12
C  2.1295  -1.8237  -0.7126  0.13
O  3.0831  -2.1439  -1.3358  -0.48
O  1.5160  -0.6170  -0.7664  -0.39
H  -3.2313  -1.7778  2.9627  0.43
H  -1.0105  -4.6400  2.5380  0.59
H  0.9632  -5.8064  1.5409  0.49
H  2.5024  -4.5390  0.0162  0.57
F  -2.6257  0.0916  -4.2912  -0.34
Te  -2.2926  -0.7569  -2.7095  1.95
F  -4.0522  -1.2121  -2.5766  -0.31
F  -1.9711  -2.3236  -3.5795  -0.28
F  -2.6966  -0.0893  -0.9088  -0.43
F  -1.4206  -1.9766  -1.1779  -0.56
O  -0.6545  -0.0364  -2.4310  -0.66

Kohn-Sham gap: 7.33 eV
net charge: +2

***

Relative energies, unit eV: A 0.000; B 1.185

***

A | C6H9NO3 | ωB97M-V/def2-TZVPD

Each line ends with the Mulliken charge.
Cartesian coordinates (Å):
C  2.1960  0.6127  0.9303  -0.76
C  0.6477  -0.6862  -2.2386  -1.04
C  0.7935  -0.8757  -0.7716  0.77
O  1.3039  0.5379  -0.1848  -0.38
O  0.3711  -1.6631  0.0032  -0.46
H  3.2102  0.7113  0.5497  0.26
H  2.1230  -0.2199  1.6312  0.34
H  1.9890  1.5252  1.4916  0.29
H  0.3016  -1.6144  -2.6900  0.36
H  1.6153  -0.3701  -2.6251  0.33
H  -0.0672  0.1154  -2.4216  0.31
C  -2.1135  -0.4183  1.4059  -1.09
C  -1.8623  0.2628  0.0899  0.62
C  -0.7557  1.2855  0.1728  0.63
O  -2.5652  0.1408  -0.8898  -0.53
N  -0.6769  2.4410  0.3712  -0.62
H  -2.8775  -1.1876  1.3080  0.32
H  -1.1935  -0.9105  1.7228  0.30
H  -2.4393  0.3134  2.1447  0.35

SMILES: CC(=O)C#N.COC(C)=O
Kohn-Sham gap: 10.47 eV
net charge: 0

***

B | C6H9NO3 | ωB97M-V/def2-TZVPD

Each line ends with the Mulliken charge.
Cartesian coordinates (Å):
N  3.1138  0.1663  0.6309  -0.70
C  2.2855  -0.3349  -0.1467  0.52
C  0.9837  -1.0518  -0.1094  -0.79
C  -0.1331  -0.3312  0.6395  0.20
O  -0.2623  0.9965  0.1323  -0.41
C  -1.6180  1.4274  0.1890  -0.55
C  -2.4257  0.1540  0.1652  -0.08
O  -2.0186  -0.7426  -0.8637  -0.45
C  -1.5064  -0.9416  0.4480  -0.25
H  0.6612  -1.2101  -1.1505  0.34
H  1.1556  -2.0285  0.3599  0.36
H  0.0842  -0.3032  1.7215  0.28
H  -1.8215  1.9741  1.1239  0.27
H  -1.8055  2.0888  -0.6663  0.31
H  -3.4817  0.1508  0.4390  0.43
H  -1.7834  -1.8646  0.9592  0.47
O  2.8474  0.4237  -1.5519  -0.67
H  2.0197  0.5899  -2.0403  0.30
H  3.7050  0.8369  -0.2797  0.42

Kohn-Sham gap: 10.35 eV
net charge: 0

***

C | C6H9NO3 | ωB97M-V/def2-TZVPD

Each line ends with the Mulliken charge.
Cartesian coordinates (Å):
C  0.4806  -2.5657  -0.1321  -0.02
C  1.5395  -0.9958  0.8386  0.89
C  0.9541  -0.5268  -0.3151  -0.64
C  2.4115  -0.3254  1.8434  -1.09
C  -2.4609  1.3300  -1.6745  -1.01
C  -1.7437  1.3861  -0.3923  0.80
N  1.2519  -2.3170  0.8593  -0.60
O  0.1412  -1.5281  -0.8672  -0.30
O  -1.9893  0.6525  0.5418  -0.58
O  -0.7753  2.2526  -0.3618  -0.49
H  -0.0272  -3.5343  -0.3100  0.36
H  1.7750  0.5214  2.0707  0.27
H  2.5179  -0.9682  2.6515  0.34
H  3.4143  0.1572  1.4833  0.25
H  -1.9327  0.7654  -2.4464  0.25
H  -3.4919  0.7683  -1.6211  0.27
H  -2.7380  2.2540  -1.9585  0.39
H  0.9491  0.4782  -0.7102  0.52
H  -0.2761  2.1956  0.5006  0.38

SMILES: Cc1cocn1.CC(=O)O
Kohn-Sham gap: 9.58 eV
net charge: 0

***

D | C6H9NO3 | ωB97M-V/def2-TZVPD

Each line ends with the Mulliken charge.
Cartesian coordinates (Å):
O  0.2258  -3.0551  -0.1955  -0.52
C  0.6112  -1.9650  0.1732  0.04
N  -0.0084  -0.7837  -0.1194  0.10
C  -1.2967  -0.4206  -0.8281  0.18
O  -2.1245  -1.1226  -1.3417  -0.53
C  -1.3213  0.9075  -0.0841  -0.06
C  -0.0570  0.4592  0.6501  0.38
C  0.2796  0.6365  2.0882  -0.76
C  1.1457  1.2625  1.0137  -0.69
H  1.5472  -1.8202  0.7492  0.34
H  -1.1852  1.7658  -0.7530  0.27
H  -2.2060  1.0239  0.5539  0.31
H  -0.3698  1.2852  2.6770  0.25
H  0.6857  -0.2211  2.6262  0.23
H  2.1262  0.8152  0.8369  0.22
H  1.0903  2.3415  0.8596  0.26
O  0.1894  0.0128  -3.0401  -0.67
H  0.8078  -0.3994  -2.2986  0.33
H  -0.1402  -0.7225  -3.5674  0.32

SMILES: O=CN1C(=O)CC12CC2.O
Kohn-Sham gap: 10.43 eV
net charge: 0

***

Relative energies, unit eV: A 1.412; B 3.130; C 0.000; D 0.712

***

A | C6H9NO3 | ωB97M-V/def2-TZVPD

Each line ends with the Mulliken charge.
Cartesian coordinates (Å):
C  1.3912  0.2854  1.4205  -0.75
C  -0.8013  1.5313  0.6062  0.66
O  0.0658  0.0582  0.8824  -0.07
O  -0.0140  2.4245  -0.0212  -0.39
O  -1.6241  1.7954  1.4298  -0.50
H  -0.4169  3.2988  0.1155  0.35
H  1.7762  -0.6725  1.7610  0.31
H  2.0411  0.7321  0.6690  0.33
H  1.2271  0.9134  2.2961  0.29
C  0.7318  -0.9143  -1.4505  -1.28
C  -0.2199  -0.9584  -0.2992  0.59
C  -0.8086  -2.0488  0.2006  -0.85
C  -1.6523  0.5886  -1.0026  0.21
N  -2.2665  0.6776  -1.9852  -0.60
H  0.1840  -1.0819  -2.3793  0.41
H  1.2298  0.0492  -1.5355  0.33
H  1.4587  -1.7281  -1.3821  0.37
H  -0.9110  -2.9185  -0.4358  0.28
H  -1.3911  -2.0319  1.1104  0.31

Kohn-Sham gap: 9.34 eV
net charge: 0

***

B | C6H9NO3 | ωB97M-V/def2-TZVPD

Each line ends with the Mulliken charge.
Cartesian coordinates (Å):
C  -2.0875  2.0147  1.8128  -1.26
C  -1.3172  0.7463  1.7017  0.61
O  -1.2805  0.0618  0.4457  -0.57
C  -1.7054  -0.6687  1.5963  -0.60
C  -0.4461  -1.1248  2.3630  0.20
N  0.7545  -1.5339  1.6674  -0.69
C  1.2770  0.1650  1.7206  0.39
O  2.3610  0.6177  2.0238  -0.54
C  -0.0321  0.3816  2.4747  -0.15
H  -2.3133  2.2147  2.8686  0.31
H  -1.4995  2.8553  1.4192  0.30
H  -3.0309  1.9396  1.2582  0.34
H  -2.6871  -1.1397  1.5507  0.44
H  -0.6430  -1.6458  3.3048  0.39
H  0.9849  -2.5117  1.5400  0.26
H  0.0636  0.8109  3.4758  0.48
H  1.2012  -1.2957  0.1333  0.50
O  1.6521  -0.1863  -0.2864  -0.76
H  0.8014  0.1477  -0.6091  0.35

Kohn-Sham gap: 9.74 eV
net charge: 0

***

C | C6H9NO3 | ωB97M-V/def2-TZVPD

Each line ends with the Mulliken charge.
Cartesian coordinates (Å):
O  1.6822  2.3018  -0.9794  -0.53
C  0.5367  1.9167  -1.1367  0.05
N  0.0476  0.6556  -0.7153  -0.20
C  0.8321  -0.3330  -0.0414  -0.53
C  0.2501  -1.1259  1.1704  0.12
C  -1.0270  -1.7305  0.5702  -0.77
C  -0.5720  -2.2058  -0.5970  -0.66
C  0.9098  -1.8157  -0.5267  0.12
O  1.2329  -2.1498  0.8519  -0.46
H  -0.1901  2.4392  -1.7885  0.35
H  -0.9182  0.4312  -0.9299  0.28
H  1.8232  0.0787  0.1710  0.46
H  0.2684  -0.7626  2.2016  0.51
H  -2.0232  -1.7418  1.0059  0.40
H  -1.0800  -2.7321  -1.4017  0.40
H  1.6225  -2.1766  -1.2738  0.49
H  -0.7434  2.2727  1.0503  0.31
O  -0.8791  3.2313  1.3333  -0.65
H  -1.7726  3.4465  1.0357  0.32

Kohn-Sham gap: 10.40 eV
net charge: 0

***

Relative energies, unit eV: A 2.425; B 3.197; C 0.000